[1]
{
  "formula": "C7H14N2O",
  "method": "ωB97M-V/def2-TZVPD",
  "species": ["H", "N", "C", "C", "C", "O", "N", "C", "C", "C", "C", "H", "H", "H", "H", "H", "H", "H", "H", "H", "H", "H", "H", "H"],
  "xyz": [[0.17, 1.88, -1.31], [-0.56, 1.32, -1.77], [-1.02, 0.40, -1.02], [-2.02, -0.56, -1.59], [-1.34, 0.66, 0.82], [-2.14, -0.03, 1.40], [0.37, 0.18, 1.21], [1.10, 1.33, 1.76], [0.86, -0.46, -0.03], [2.04, -0.03, -0.58], [0.51, -1.93, -0.06], [-1.52, -1.27, -2.25], [-2.54, -1.10, -0.80], [-2.77, -0.01, -2.17], [-1.31, 1.76, 0.87], [0.23, -0.53, 1.93], [2.13, 1.06, 1.97], [0.59, 1.67, 2.65], [1.10, 2.14, 1.03], [2.43, -0.57, -1.43], [2.41, 0.98, -0.46], [-0.55, -2.09, 0.17], [0.73, -2.33, -1.04], [1.09, -2.47, 0.69]],
  "max_force_ha_per_bohr": 0.08460,
  "lumo_ha": 0.0050,
  "relative_energy_kj_mol": 407.52,
  "orbital_gap_ev": 7.742,
  "smiles": "[H]/N=C(/C)[C@@H]([O-])[N@H+](C)C(=C)C"
}

---

[2]
{
  "formula": "C20H35B3Cl12O3",
  "method": "ωB97M-V/def2-TZVPD",
  "species": ["C", "C", "C", "C", "C", "B", "O", "B", "O", "B", "C", "C", "C", "C", "C", "C", "C", "C", "C", "C", "C", "O", "H", "H", "H", "H", "H", "H", "H", "H", "H", "H", "H", "H", "H", "H", "H", "H", "H", "H", "H", "H", "H", "H", "H", "H", "H", "H", "H", "H", "H", "H", "H", "C", "Cl", "Cl", "Cl", "H", "C", "Cl", "Cl", "Cl", "H", "C", "Cl", "Cl", "Cl", "H", "C", "Cl", "Cl", "Cl", "H"],
  "xyz": [[-1.44, -2.13, -4.59], [-1.99, -1.96, -3.54], [-2.67, -1.82, -2.25], [-1.95, -0.83, -1.30], [-2.95, -0.31, -0.24], [-2.71, 1.17, 0.22], [-3.58, 2.23, 0.00], [-3.65, 3.03, 1.13], [-3.02, 2.74, 2.32], [-2.05, 1.73, 2.25], [-1.55, 0.87, 3.47], [-0.54, -0.19, 2.95], [-0.17, -1.28, 3.96], [0.89, -2.32, 3.45], [1.05, -2.40, 1.92], [2.01, -1.34, 1.33], [2.64, -1.77, -0.04], [2.06, -0.92, -1.19], [2.76, 0.45, -1.37], [2.01, 1.64, -0.75], [0.96, 2.26, -1.67], [-1.56, 1.48, 0.96], [-1.08, -2.20, -5.59], [-2.81, -2.78, -1.75], [-3.68, -1.44, -2.46], [-1.14, -1.41, -0.85], [-1.49, -0.03, -1.90], [-3.99, -0.48, -0.53], [-2.80, -0.94, 0.65], [-4.33, 4.01, 1.07], [-2.43, 0.29, 3.81], [-1.17, 1.46, 4.30], [-0.96, -0.69, 2.08], [0.38, 0.36, 2.72], [0.27, -0.78, 4.84], [-1.07, -1.80, 4.32], [0.53, -3.30, 3.77], [1.85, -2.19, 3.95], [0.10, -2.38, 1.38], [1.52, -3.37, 1.69], [1.38, -0.47, 1.10], [2.75, -1.02, 2.07], [2.42, -2.83, -0.18], [3.71, -1.57, 0.02], [0.98, -0.81, -1.07], [2.22, -1.50, -2.11], [3.77, 0.40, -0.95], [2.86, 0.64, -2.44], [2.75, 2.42, -0.54], [1.53, 1.42, 0.21], [0.15, 1.55, -1.85], [1.38, 2.65, -2.60], [0.49, 3.09, -1.13], [0.13, 3.04, 6.76], [-0.03, 1.28, 6.83], [1.20, 3.62, 8.03], [0.72, 3.55, 5.17], [-0.85, 3.47, 6.91], [3.37, -3.44, 7.05], [4.02, -4.09, 5.54], [4.63, -2.61, 7.96], [2.02, -2.35, 6.72], [3.00, -4.26, 7.64], [-1.01, 1.83, -5.89], [-0.26, 3.22, -5.10], [-0.34, 1.60, -7.51], [-0.82, 0.36, -4.92], [-2.07, 2.03, -5.99], [-0.52, 1.13, -11.60], [0.25, 0.62, -13.10], [0.67, 1.77, -10.47], [-1.78, 2.32, -11.92], [-0.98, 0.26, -11.15]],
  "max_force_ha_per_bohr": 0.02780,
  "lumo_ha": 0.0160,
  "orbital_gap_ev": 10.151
}

---

[3]
{
  "formula": "C5H10NO3P",
  "method": "ωB97M-V/def2-TZVPD",
  "species": ["C", "O", "N", "C", "C", "C", "C", "O", "O", "P", "H", "H", "H", "H", "H", "H", "H", "H", "H", "H"],
  "xyz": [[0.04, -2.62, -1.99], [0.33, -1.72, -0.99], [0.02, -0.44, -1.32], [0.13, 0.48, -0.51], [0.60, 0.15, 0.89], [-0.37, 0.57, 1.97], [0.16, 0.23, 3.29], [1.29, -0.10, 3.47], [-0.17, 1.78, -0.79], [-0.89, 2.28, -2.18], [0.58, -3.58, -1.79], [0.40, -2.10, -3.00], [-1.02, -2.95, -2.14], [0.66, -0.98, 0.79], [1.50, 0.64, 1.06], [-0.72, 1.71, 1.95], [-1.35, 0.09, 1.73], [-0.50, 0.43, 4.22], [0.28, 2.53, -2.84], [-0.95, 3.59, -1.85]],
  "max_force_ha_per_bohr": 0.08416,
  "lumo_ha": 0.0282,
  "relative_energy_kj_mol": 518.83,
  "orbital_gap_ev": 9.935,
  "smiles": "CO/N=C(\\CCC=O)OP"
}

---

[4]
{
  "formula": "C17H45BeF6N4O7P",
  "method": "ωB97M-V/def2-TZVPD",
  "species": ["Be", "P", "F", "F", "F", "F", "F", "F", "O", "C", "O", "O", "H", "C", "C", "C", "O", "C", "N", "H", "H", "H", "H", "H", "H", "H", "H", "H", "H", "H", "C", "C", "C", "O", "C", "N", "H", "H", "H", "H", "H", "H", "H", "H", "H", "H", "H", "C", "C", "C", "O", "C", "N", "H", "H", "H", "H", "H", "H", "H", "H", "H", "H", "H", "C", "C", "C", "O", "C", "N", "H", "H", "H", "H", "H", "H", "H", "H", "H", "H", "H"],
  "xyz": [[-0.02, 0.85, 0.24], [-0.59, 2.34, -3.85], [0.89, 2.95, -3.71], [-1.21, 3.72, -3.26], [-0.69, 2.88, -5.36], [-2.10, 1.75, -3.92], [-0.08, 0.90, -4.42], [-0.44, 1.73, -2.35], [1.00, 3.45, 2.00], [0.79, 2.38, 2.84], [1.43, 2.39, 3.89], [0.08, 1.43, 2.39], [1.68, 3.98, 2.43], [-3.03, 4.37, -0.78], [-2.62, 3.22, 0.14], [-3.31, 1.90, -0.14], [-2.54, 0.83, 0.43], [-3.24, 0.19, 1.48], [-1.13, 3.18, 0.13], [-2.75, 4.17, -1.81], [-2.60, 5.31, -0.41], [-4.12, 4.53, -0.78], [-2.91, 3.42, 1.17], [-3.50, 1.57, -1.16], [-4.25, 1.98, 0.41], [-2.62, -0.64, 1.80], [-4.23, -0.12, 1.12], [-3.53, 0.88, 2.28], [-0.82, 3.58, -0.75], [-0.89, 3.87, 0.83], [-2.53, -1.28, -2.93], [-1.61, -1.75, -1.80], [-1.05, -3.13, -2.12], [-0.33, -3.47, -0.91], [0.19, -4.79, -0.95], [-0.48, -0.80, -1.68], [-1.93, -1.03, -3.79], [-3.20, -0.49, -2.58], [-3.27, -2.01, -3.27], [-2.19, -1.80, -0.88], [-0.41, -3.22, -3.00], [-1.85, -3.88, -2.21], [0.27, -5.25, -1.93], [-0.30, -5.41, -0.19], [1.22, -4.75, -0.57], [0.39, -1.30, -1.81], [-0.53, -0.20, -2.50], [4.29, -0.43, 0.98], [2.93, 0.21, 0.71], [3.18, 1.47, -0.13], [1.98, 2.12, -0.44], [2.10, 3.46, -0.85], [2.01, -0.68, 0.02], [4.22, -1.11, 1.83], [4.96, 0.38, 1.29], [4.72, -0.95, 0.12], [2.50, 0.63, 1.62], [3.68, 1.13, -1.05], [3.76, 2.16, 0.50], [2.81, 4.01, -0.24], [1.14, 3.93, -1.05], [2.61, 3.45, -1.83], [2.54, -1.02, -0.79], [1.82, -1.56, 0.49], [-0.77, -1.82, 3.69], [0.28, -1.73, 2.58], [1.08, -3.04, 2.57], [2.09, -3.00, 1.57], [3.08, -4.02, 1.71], [-0.48, -1.46, 1.34], [-1.45, -2.66, 3.48], [-1.38, -0.92, 3.68], [-0.33, -2.09, 4.65], [0.90, -0.91, 2.93], [0.42, -3.88, 2.31], [1.52, -3.21, 3.56], [3.38, -4.14, 2.75], [3.90, -3.67, 1.07], [2.67, -4.94, 1.29], [0.00, -1.91, 0.56], [-1.19, -2.20, 1.29]],
  "max_force_ha_per_bohr": 0.04515,
  "lumo_ha": 0.0057,
  "orbital_gap_ev": 9.264
}

---

[5]
{
  "formula": "F8H8N4NaO20S8",
  "method": "ωB97M-V/def2-TZVPD",
  "species": ["Na", "N", "S", "O", "O", "F", "S", "O", "O", "F", "N", "S", "O", "O", "F", "S", "O", "O", "F", "N", "S", "O", "O", "F", "S", "O", "O", "F", "N", "S", "O", "O", "F", "S", "O", "O", "F", "O", "H", "H", "O", "H", "H", "O", "H", "H", "O", "H", "H"],
  "xyz": [[-0.63, -16.44, -11.94], [-4.96, -16.52, -10.24], [-6.52, -16.32, -10.00], [-7.41, -17.19, -10.69], [-6.96, -14.97, -9.81], [-6.54, -16.81, -8.46], [-4.79, -15.83, -11.72], [-4.61, -14.42, -11.78], [-5.49, -16.49, -12.77], [-3.29, -16.37, -11.90], [3.52, -18.13, -15.12], [2.66, -19.52, -15.12], [2.18, -19.93, -16.40], [1.81, -19.73, -14.00], [3.89, -20.49, -14.82], [2.32, -17.08, -15.10], [1.54, -16.91, -13.92], [1.71, -16.86, -16.38], [3.27, -15.77, -14.96], [0.82, -12.14, -11.53], [1.94, -13.32, -11.87], [3.27, -12.88, -12.07], [1.39, -14.40, -12.61], [2.01, -13.86, -10.37], [0.84, -11.37, -12.92], [0.51, -12.19, -14.04], [1.79, -10.33, -13.16], [-0.55, -10.57, -12.75], [2.29, -19.29, -9.31], [1.87, -20.60, -10.20], [2.94, -21.41, -10.64], [0.75, -20.48, -11.07], [1.29, -21.46, -8.97], [2.39, -18.23, -10.50], [1.24, -17.43, -10.80], [3.35, -18.55, -11.49], [3.25, -17.13, -9.64], [-1.26, -14.15, -10.86], [-0.54, -13.50, -10.95], [-1.93, -13.71, -10.34], [-1.39, -16.87, -9.63], [-1.82, -17.51, -9.06], [-0.47, -16.85, -9.34], [-0.83, -15.28, -14.05], [-1.42, -15.08, -14.77], [-0.18, -14.57, -14.04], [-1.31, -18.66, -12.25], [-0.72, -19.38, -11.98], [-1.55, -18.85, -13.16]],
  "max_force_ha_per_bohr": 0.09344,
  "lumo_ha": 0.2023,
  "relative_energy_kj_mol": 0.00,
  "orbital_gap_ev": 8.124,
  "total_charge": -3
}

---

We obtain HOMO values of -7.61, -9.72, -9.17, -9.11, -2.62 eV for the records listed above, in that order.